Here is 2 unconnected molecules or ions with the total composition C3H7NO2S from the OMol25 dataset. Energies are from the ωB97M-V functional and the def2-TZVPD basis.

Geometry as XYZ:
```
14
Properties=species:S:1:pos:R:3:forces:R:3
S 0.1714 -1.2380 -0.2543 -2.41 -2.05 -2.18
O 0.8843 -0.7993 0.8934 1.27 1.17 2.23
O -1.2928 -1.9950 0.3268 0.40 3.01 -2.39
N 3.6361 1.0252 -0.7287 -0.19 -0.01 1.14
C -1.3589 1.0038 0.1225 2.85 -1.43 2.43
C -0.8335 0.0834 -0.9679 0.34 0.38 1.14
C 3.3702 0.7115 0.3497 0.31 -0.03 -1.72
H -1.2102 2.0568 0.0952 1.13 0.71 -0.27
H -1.0160 -2.6565 0.8933 0.95 -2.37 1.94
H -1.0610 0.5615 1.1811 -0.65 1.20 -2.12
H -0.3633 0.5380 -1.8056 0.96 0.43 -0.45
H 3.0739 0.2342 1.2446 -0.13 0.06 0.55
H -2.3504 0.9358 0.0141 -4.01 -0.38 0.24
H -1.6497 -0.4613 -1.3642 -0.82 -0.69 -0.52
```
Forces are in eV/Å.

The LUMO energy comes out at 0.61 eV. Its gap between HOMO and LUMO is 0.384 hartree. The multiplicity is 1. The value obtained for the highest occupied orbital energy is -9.85 eV.

Here is 2 unconnected molecules or ions with the total composition HNO2S from the OMol25 dataset. Energies are from the ωB97M-V functional and the def2-TZVPD basis.

Geometry as XYZ:
```
5
Properties=species:S:1:pos:R:3:forces:R:3
S -0.6648 0.6788 0.5653 -0.69 2.00 3.13
O -1.0019 1.7524 1.5015 0.59 -1.90 -0.74
O -0.7633 1.0616 -0.7816 0.10 -0.12 -2.34
N 1.1893 -1.9317 -0.1817 -0.11 -0.63 1.66
H 1.2406 -1.5611 -1.1036 0.11 0.64 -1.70
```
Forces are in eV/Å.

The LUMO energy (spin up / spin down) comes out at -1.85 / -1.71 eV. Its gap between HOMO and LUMO (spin up / spin down) is 0.365 / 0.366 hartree. The multiplicity is 1. The value obtained for the highest occupied orbital energy (spin up / spin down) is -11.77 / -11.68 eV.

Per-record total energy, Eh: -721.84933; -603.84769
Per-record relative energy (zero: lowest compared OMol25 entry of this formula, charge and spin), kcal per mole: 71.1; 70.8
Per-record strongest force on any atom, eV/Å: 4.03; 3.78